12
Properties=species:S:1:pos:R:3:mulliken_charge:R:1 method="wB97M-V/def2-TZVPD" gap_ev=9.1074 smiles="CNN=O.C=O" de_lowest_ev=4.624 total_charge=0 max_force_ev_per_a=4.8 e_lumo_ha=0.0189
C -1.8472 1.0327 -0.0041 -0.883
C 2.9172 -0.5196 -0.1219 -0.084
N -0.8341 -0.0262 0.2748 0.249
N -0.8566 -1.2554 -0.0244 -0.156
O -1.8221 -1.8050 -0.5137 -0.512
O 2.2053 0.2691 0.4521 -0.428
H -1.6330 1.4466 -0.8940 0.330
H -1.8932 1.7607 0.8276 0.315
H -2.7576 0.6482 0.0682 0.350
H 3.7167 -0.1990 -0.7440 0.246
H 2.8237 -1.5692 -0.0432 0.241
H -0.0190 0.2172 0.7225 0.333


25
Properties=species:S:1:pos:R:3:mulliken_charge:R:1 method="wB97M-V/def2-TZVPD" gap_ev=10.0934 smiles="C[C@@H](O)C=O.[H]/N=C/C(C)C" de_lowest_ev=3.965 total_charge=0 max_force_ev_per_a=6.2 e_lumo_ha=0.0270
C -0.2421 0.5841 -0.9585 -0.584
C 1.2481 2.3697 -0.2963 -1.900
C -1.1362 2.5879 0.2708 -1.518
C 0.3252 -3.1080 -0.3039 -1.504
C -0.9487 -1.4858 1.2129 0.022
C 0.0740 1.5817 0.1555 1.359
C 0.4199 -1.9350 0.7460 0.392
N -1.2764 -0.1067 -1.0354 -0.494
O -1.9416 -2.1638 1.1782 -0.522
O 1.3578 -0.9979 0.4541 -0.496
H 1.3751 3.3746 0.1605 0.440
H 2.1702 1.8236 -0.0700 0.390
H 1.3436 2.5664 -1.3395 0.414
H -1.0147 3.5851 -0.1188 0.384
H -1.6012 2.7254 1.2050 0.368
H -1.9753 2.1740 -0.2576 0.383
H -0.2852 -3.8589 0.1040 0.415
H 1.3343 -3.4011 -0.3619 0.451
H -0.0490 -2.6709 -1.1848 0.367
H 0.7011 -2.6622 1.6338 0.267
H -0.9259 -0.4226 1.6349 0.236
H 0.2002 1.0244 0.9794 0.299
H -1.4695 -0.8484 -1.6778 0.222
H 0.7823 0.3754 -1.6404 0.268
H 1.5337 -1.1110 -0.4904 0.339


15
Properties=species:S:1:pos:R:3:mulliken_charge:R:1 method="wB97M-V/def2-TZVPD" gap_ev=8.5076 smiles="N/C(C(=O)O)=C(/O)C#CS" de_lowest_ev=1.924 total_charge=0 max_force_ev_per_a=3.6 e_lumo_ha=-0.0263
C 1.5071 0.4079 0.1773 -0.557
C 2.7097 0.3492 0.0693 0.646
C 0.1389 0.8044 0.2644 0.284
C -0.8517 -0.1828 0.3125 0.136
C -2.1815 0.1773 0.0277 0.698
N -0.4684 -1.6059 0.2681 -0.601
O -2.6406 1.3061 -0.0602 -0.656
O -3.0777 -0.8320 -0.2754 -0.489
O -0.0849 2.2047 0.1097 -0.538
S 4.3149 -0.0014 -0.0334 -0.319
H -0.2327 -1.8699 -0.6503 0.225
H -2.9677 -1.6238 0.2407 0.344
H 0.2901 -1.6495 0.9307 0.287
H -1.0873 2.3588 -0.1051 0.418
H 4.6317 0.1569 -1.2760 0.121


96
Properties=species:S:1:pos:R:3:mulliken_charge:R:1 method="wB97M-V/def2-TZVPD" gap_ev="6.0698 / 5.6311" s_squared=6.02 multiplicity=5 total_charge=0 max_force_ev_per_a=0.7 e_lumo_ha="-0.0099 / -0.0190"
Cr -0.1064 0.1297 -0.0588 0.843
C -5.9223 -0.7399 1.9931 -0.996
C -4.8400 -1.7790 2.3169 -1.225
C -3.4637 -1.1974 2.2357 0.674
C -2.6601 -0.7753 3.2510 0.749
C -2.9323 -0.7955 4.7224 -1.265
C -3.4483 0.5557 5.2345 -0.981
C -1.4616 -0.2538 2.6346 -0.449
C -0.3834 0.2635 3.3354 -0.337
C 0.7922 0.7431 2.7814 -0.419
C 1.9091 1.2493 3.5458 0.736
C 1.9376 1.3989 5.0339 -1.280
C 1.2010 2.6638 5.4965 -0.997
C 2.8720 1.5872 2.6428 0.729
C 2.3317 1.2837 1.3377 -0.315
C 3.0163 1.4602 0.1457 -0.286
C 2.5399 1.1603 -1.1201 -0.326
N 1.3022 0.6530 -1.3939 0.282
C 1.2571 0.4867 -2.7481 -0.206
C 0.1809 -0.0332 -3.4504 -0.324
C -1.0079 -0.4809 -2.8965 -0.544
N -1.3008 -0.4753 -1.5629 0.295
C -2.5427 -1.0326 -1.4491 -0.442
C -3.2161 -1.2443 -0.2568 -0.283
C -2.7473 -0.9306 1.0094 -0.311
N -1.5404 -0.3501 1.2749 0.402
C -3.0576 -1.3926 -2.7499 0.934
C -2.0992 -1.0482 -3.6537 0.709
C -2.1236 -1.2428 -5.1374 -1.345
C -1.4273 -2.5414 -5.5618 -1.149
C -4.4078 -1.9810 -3.0168 -1.373
C -5.5049 -0.9083 -3.0129 -1.073
C 2.4973 0.9154 -3.3553 0.665
C 3.3001 1.3329 -2.3375 0.805
C 4.6789 1.9077 -2.4175 -1.306
C 4.6653 3.4412 -2.3540 -0.964
C 2.7771 0.9126 -4.8252 -1.239
C 2.1154 2.1000 -5.5389 -1.063
N 1.0662 0.7848 1.4449 0.340
C 4.2137 2.1968 2.8987 -1.211
C 4.2052 3.7158 2.6766 -1.000
H -6.9167 -1.1884 2.0302 0.392
H -5.7674 -0.3227 0.9976 0.200
H -5.8859 0.0813 2.7097 0.247
H -4.9263 -2.6210 1.6256 0.400
H -5.0112 -2.1718 3.3207 0.338
H -2.0209 -1.0633 5.2611 0.413
H -3.6704 -1.5692 4.9416 0.411
H -2.7073 1.3385 5.0673 0.203
H -3.6679 0.5079 6.3026 0.391
H -4.3599 0.8388 4.7069 0.228
H -0.4656 0.2844 4.4142 0.293
H 2.9739 1.4423 5.3736 0.368
H 1.4844 0.5235 5.5045 0.410
H 1.6602 3.5502 5.0578 0.230
H 1.2337 2.7572 6.5834 0.390
H 0.1570 2.6369 5.1819 0.217
H 4.0189 1.8627 0.2086 0.259
H 0.2790 -0.1092 -4.5252 0.265
H -4.1916 -1.7080 -0.3236 0.301
H -1.6414 -0.3943 -5.6277 0.431
H -3.1597 -1.2599 -5.4813 0.428
H -0.3874 -2.5455 -5.2323 0.286
H -1.4477 -2.6572 -6.6470 0.378
H -1.9235 -3.4037 -5.1142 0.313
H -4.6366 -2.7403 -2.2654 0.440
H -4.3993 -2.4868 -3.9840 0.427
H -5.5424 -0.4035 -2.0468 0.218
H -6.4836 -1.3478 -3.2139 0.381
H -5.2998 -0.1555 -3.7751 0.300
H 5.1482 1.5900 -3.3502 0.394
H 5.2914 1.5150 -1.6028 0.399
H 4.0537 3.8477 -3.1603 0.226
H 5.6754 3.8437 -2.4488 0.386
H 4.2424 3.7831 -1.4086 0.194
H 2.4203 -0.0228 -5.2634 0.381
H 3.8547 0.9518 -4.9923 0.362
H 1.0366 2.0896 -5.3824 0.275
H 2.3107 2.0683 -6.6123 0.385
H 2.5012 3.0406 -5.1441 0.258
H 4.9601 1.7396 2.2452 0.401
H 4.5177 1.9861 3.9255 0.389
H 3.9195 3.9526 1.6510 0.202
H 5.1911 4.1424 2.8694 0.395
H 3.4850 4.1914 3.3431 0.233
S 0.9371 -2.5672 0.2932 0.186
C 1.8124 -3.9550 0.2991 -0.189
N 1.2777 -5.1918 0.3675 -0.206
C 2.1700 -6.2886 0.6963 -0.580
C 3.5167 -5.8875 0.1134 -0.540
S 3.5644 -4.0671 0.2698 -0.072
H 0.2848 -5.2539 0.5287 0.240
H 1.8050 -7.2159 0.2561 0.326
H 2.2418 -6.4164 1.7818 0.271
H 3.5877 -6.1395 -0.9434 0.301
H 4.3566 -6.3154 0.6532 0.367


9
Properties=species:S:1:pos:R:3:mulliken_charge:R:1 method="wB97M-V/def2-TZVPD" gap_ev=7.7779 de_lowest_ev=0.000 total_charge=-1 max_force_ev_per_a=4.6 e_lumo_ha=0.1233
C -0.9749 0.3421 -1.0603 0.189
C -0.6545 -1.8666 0.2160 1.132
C 0.8366 2.0418 1.3718 0.652
C -0.9585 -0.7599 -0.2825 -0.685
O 1.8595 1.5377 1.4033 -0.346
O -1.6401 1.1938 -1.5344 -0.510
O -0.5548 -2.9167 0.7675 -0.620
O -0.1431 2.5434 1.1490 -0.321
Cl 0.9710 0.7187 -1.6900 -0.492


16
Properties=species:S:1:pos:R:3:mulliken_charge:R:1 method="wB97M-V/def2-TZVPD" gap_ev="7.4851 / 7.4809" de_lowest_ev=6.603 total_charge=0 max_force_ev_per_a=0.3 e_lumo_ha="0.0006 / 0.0006"
C -1.2266 -1.0192 0.9296 -0.579
C -0.5906 0.4950 -1.0167 -0.912
C -0.2236 1.5563 -0.0277 -0.567
C 0.8460 0.6953 -0.6380 0.134
C 1.3790 -0.5571 0.0761 -0.534
O 0.3789 -1.5843 -0.0170 -0.506
H -1.5843 -2.0422 0.8681 0.316
H -0.6327 -0.8090 1.8131 0.283
H -1.9521 -0.2617 0.6787 0.299
H -0.9509 0.8037 -1.9966 0.225
H -0.2257 2.6010 -0.3438 0.277
H -0.4750 1.4487 1.0320 0.149
H 1.5679 1.1814 -1.2934 0.391
H 2.2690 -0.9339 -0.4374 0.312
H 1.6227 -0.4154 1.1353 0.272
H -0.2020 -1.1586 -0.7623 0.438